(1)
This record from the Open Molecules 2025 dataset describes 4 unconnected molecules or ions with the total composition C4H13NO6. The level of theory is ωB97M-V with the def2-TZVPD basis set.

XYZ file:
```
24
Properties=species:S:1:pos:R:3
H 3.441 1.843 0.483
H -1.247 -0.118 2.497
O 3.381 1.981 1.434
N -0.924 -2.114 -1.400
O 1.060 1.479 -0.354
C -0.749 -0.930 0.750
H 2.833 1.246 1.734
H 0.786 3.828 1.185
O -3.407 -1.236 -1.849
H -1.602 -2.597 -1.974
H 0.730 1.977 -1.109
C -2.865 -0.875 -0.721
C 0.356 -2.252 -1.765
H -3.444 -0.952 0.201
C -1.355 -0.896 -0.663
O -1.662 -0.268 1.639
H -0.470 -1.926 1.092
H -0.937 -0.088 -1.285
H 1.188 0.570 -0.675
H 0.565 -2.964 -2.576
H 0.106 -0.261 0.736
H 1.938 3.025 1.956
O 0.986 3.191 1.871
O 1.290 -1.663 -1.207
```

- total charge = -1
- relative energy (zero: lowest compared OMol25 entry of this formula, charge and spin) (kcal/mol) = 3.4
- maximum force (eV Å⁻¹) = 1.74
- 2S+1 = 2
- gap between HOMO and LUMO (spin up / spin down) (eV) = 3.42 / 6.51
- lowest unoccupied orbital energy (spin up / spin down) (eV) = 2.97 / 2.95

These are the natural (NBO) partial charges, in e, on atoms 1 to 4: 0.490, 0.456, -0.957, -0.583

(2)
This record from the Open Molecules 2025 dataset describes 4 unconnected molecules or ions with the total composition C3H7Br3N3O7. The level of theory is ωB97M-V with the def2-TZVPD basis set.

XYZ file:
```
23
Properties=species:S:1:pos:R:3
O -2.321 0.295 1.961
O 2.259 0.107 -1.230
H -0.621 2.956 -1.417
H -0.684 1.763 -0.220
O 1.537 2.558 0.419
H 0.312 -0.738 1.962
H -0.053 1.307 -1.857
N -1.184 0.744 1.773
C -0.194 -0.180 1.175
Br -2.733 -2.097 0.299
Br -0.310 -3.682 -1.628
Br -0.299 -3.866 1.647
O 2.186 2.125 -1.646
H 0.495 0.352 0.519
N 1.247 -0.514 -0.939
C -0.086 2.069 -1.078
O -0.784 1.863 1.908
H -0.781 -0.867 0.566
H -0.120 -1.939 0.054
O 0.142 -0.350 -1.432
N 1.352 2.280 -0.737
C -0.842 -2.756 0.082
O 1.482 -1.431 -0.179
```

- total charge = -1
- maximum force (eV Å⁻¹) = 4.80
- gap between HOMO and LUMO (eV) = 7.73
- lowest unoccupied orbital energy (eV) = 2.34

These are the natural (NBO) partial charges, in e, on atoms 1 to 4: -0.421, -0.468, 0.209, 0.214

(3)
This record from the Open Molecules 2025 dataset describes a single C12H24N2O3 molecule. The level of theory is ωB97M-V with the def2-TZVPD basis set.

XYZ file:
```
41
Properties=species:S:1:pos:R:3
H -0.408 2.880 1.283
N 0.801 1.529 2.288
H -1.617 0.718 1.459
H -2.807 -0.295 -1.538
H -2.295 -2.060 -3.665
H 0.643 -1.127 -2.567
H -0.127 -2.899 -3.537
C 1.580 0.335 2.042
H 3.166 2.548 1.623
H 0.178 -3.379 -1.303
H -0.489 0.212 -2.270
C 0.120 1.946 1.081
O 0.717 -0.386 -0.689
O -0.839 -3.387 -3.106
H -1.556 -3.785 -1.282
H 0.758 3.333 3.275
H 2.132 0.082 2.950
C -1.143 -1.665 -1.355
H -3.263 -2.008 -1.557
H 1.227 -1.718 1.489
N -1.144 -1.494 0.096
C -0.885 0.872 0.668
H 2.300 0.464 1.215
H 3.425 3.539 3.052
H -0.923 -2.365 0.566
C -0.806 -3.123 -1.723
C -0.038 -0.688 -1.833
H 1.858 2.119 3.933
H -1.407 1.180 -0.238
H 1.816 5.234 2.183
C -2.526 -1.278 -1.919
C 2.297 4.516 1.522
C 2.687 3.262 2.296
C 1.500 2.575 3.005
H 1.611 4.285 0.711
C 0.643 -0.814 1.676
C -0.165 -0.463 0.429
H 3.182 4.985 1.096
H 0.821 2.103 0.244
O -2.543 -1.190 -3.318
H -0.053 -0.995 2.495
```

- total charge = 0
- relative energy (zero: lowest compared OMol25 entry of this formula, charge and spin) (kcal/mol) = 44.5
- SMILES = CCCN1CCC2(CC1)NC(CO)(CO)CO2
- maximum force (eV Å⁻¹) = 0.69
- gap between HOMO and LUMO (eV) = 8.97
- lowest unoccupied orbital energy (eV) = 0.66

These are the natural (NBO) partial charges, in e, on atoms 1 to 4: 0.203, -0.453, 0.221, 0.184

(4)
This record from the Open Molecules 2025 dataset describes a single C17H21N5O2S molecule. The level of theory is ωB97M-V with the def2-TZVPD basis set.

XYZ file:
```
46
Properties=species:S:1:pos:R:3
C 3.993 -2.757 -1.676
H -3.974 6.064 0.064
H -0.905 3.660 2.993
C -1.710 6.105 1.541
N 4.653 -5.993 -0.098
C -1.974 3.620 1.289
C 4.616 -5.401 1.052
H -2.141 -1.520 -1.068
H 4.361 -2.165 -3.705
C -2.104 1.125 0.947
H -0.651 6.041 1.288
H -2.557 0.676 -0.978
C 4.570 -3.016 -3.057
S 4.321 -3.716 0.983
C -3.606 5.064 0.260
C -2.629 2.513 0.731
C -3.788 2.701 -0.024
C 4.277 -3.899 -0.728
N -0.751 3.518 1.998
H -4.321 1.840 -0.407
C 0.426 -1.785 -0.939
H 2.029 -3.107 -2.393
C -4.287 3.968 -0.251
H -0.016 -2.252 -1.815
C -2.450 4.912 1.009
H -0.418 2.562 1.954
H 4.145 -3.919 -3.493
C -0.328 -1.188 -0.027
H 4.418 -1.847 -1.252
H -2.123 7.028 1.136
H -2.166 -1.601 1.982
H 5.648 -3.159 -2.995
C 1.905 -1.839 -0.784
H -1.769 6.160 2.630
O -1.547 0.772 1.977
H -3.567 -1.867 0.932
H 4.748 -5.934 1.981
N 2.559 -2.525 -1.765
N -2.294 0.272 -0.096
H -5.194 4.103 -0.825
C -2.482 -1.947 1.001
H 0.146 -0.733 0.837
C -1.828 -1.117 -0.103
O 2.506 -1.306 0.134
N 4.460 -5.117 -1.127
H -2.200 -2.993 0.886
```

- total charge = 0
- relative energy (zero: lowest compared OMol25 entry of this formula, charge and spin) (kcal/mol) = 33.8
- SMILES = Cc1cccc(C(=O)N[C@H](C)/C=C/C(=O)N[C@H](C)c2nncs2)c1N
- maximum force (eV Å⁻¹) = 0.53
- gap between HOMO and LUMO (eV) = 9.15
- lowest unoccupied orbital energy (eV) = 0.57

These are the natural (NBO) partial charges, in e, on atoms 1 to 4: -0.101, 0.210, 0.372, -0.634

(5)
This record from the Open Molecules 2025 dataset describes a molecular structure, C12H9MgN2Se3Te. The level of theory is ωB97M-V with the def2-TZVPD basis set.

XYZ file:
```
28
Properties=species:S:1:pos:R:3
C -2.494 -1.353 -0.670
Mg 1.080 1.618 0.972
H -4.674 1.115 1.326
N 0.130 -0.929 -0.658
C -2.694 0.591 0.723
H 1.440 -2.626 -1.958
H 3.926 -2.711 -2.267
Se 3.220 2.866 1.651
H -2.253 1.419 1.259
C 2.267 0.162 -0.136
C -4.071 0.416 0.762
C 4.238 -0.936 -1.084
C -3.865 -1.520 -0.628
C -4.664 -0.637 0.088
Se -0.758 3.046 2.034
Te 0.279 4.946 3.280
C 1.533 -0.851 -0.754
H 4.302 0.819 0.109
N -0.474 -0.062 0.002
Se 2.833 4.765 2.943
C 2.093 -1.883 -1.516
H -4.315 -2.349 -1.160
H 5.316 -0.954 -1.204
C 3.648 0.075 -0.334
H -5.738 -0.773 0.118
C 3.462 -1.925 -1.683
H -1.874 -2.039 -1.226
C -1.893 -0.288 0.009
```

- total charge = -1
- maximum force (eV Å⁻¹) = 0.41
- gap between HOMO and LUMO (eV) = 5.14
- lowest unoccupied orbital energy (eV) = 1.81

These are the natural (NBO) partial charges, in e, on atoms 1 to 4: -0.243, 1.589, 0.214, -0.160

(6)
This record from the Open Molecules 2025 dataset describes 5 unconnected molecules or ions with the total composition C21H27Br3N2O10. The level of theory is ωB97M-V with the def2-TZVPD basis set.

XYZ file:
```
63
Properties=species:S:1:pos:R:3
C 1.526 -4.249 7.065
H 0.112 6.486 -4.882
O 2.824 -11.266 -3.780
H -0.571 10.933 -5.694
H -2.179 10.384 -7.743
H 2.101 -3.709 6.312
C 1.106 -12.061 -1.531
O 1.417 3.703 5.166
H 1.082 -9.341 1.161
H -0.355 -3.391 -1.577
C 0.248 -11.241 0.614
H 2.217 -8.907 -0.810
C -0.837 8.276 -6.632
H -0.429 -11.338 1.450
Br -0.449 -1.049 -2.433
H 0.668 5.823 5.166
O -1.136 -2.907 5.349
C 1.884 -10.846 -1.684
N 1.098 3.616 3.980
H -2.796 -1.217 3.390
C 0.374 5.015 1.907
C 0.518 5.989 4.110
C -2.895 -2.213 3.821
H 0.643 11.249 -6.859
H -3.161 -2.546 5.859
N 2.781 -10.573 -2.802
H -1.861 -1.213 5.448
H -2.279 -2.870 3.207
C -0.348 -3.056 -2.614
O 0.197 -4.229 6.418
H 0.081 8.135 4.126
H 1.948 -5.243 7.211
H 0.260 5.158 -6.067
H -1.249 5.616 -5.565
O -0.685 8.943 -7.797
Br -2.041 -3.844 -3.465
C -2.342 -2.170 5.246
C -0.516 -3.083 6.513
H -0.133 6.403 0.304
C -0.286 6.065 -5.805
H -0.062 -13.231 -0.130
C 0.430 -12.284 -0.298
H 1.240 -12.794 -2.313
H -0.846 12.207 -6.677
H -0.307 8.324 1.703
C -1.095 10.381 -7.857
C 0.684 4.852 3.274
Br 1.278 -3.818 -3.474
O -0.605 -2.351 7.437
C -0.040 7.387 2.169
H -0.909 10.670 -8.891
C 0.133 7.230 3.539
O -1.105 8.724 -5.537
H -3.858 -2.717 3.738
H 1.518 -3.700 8.007
O 1.217 2.603 3.282
O -0.205 7.103 -6.838
O 3.543 -9.656 -2.582
C 0.050 6.270 1.360
C 0.839 -9.946 0.300
H 0.364 4.141 1.273
C -0.439 11.198 -6.743
C 1.639 -9.819 -0.821
```

- total charge = 0
- relative energy (zero: lowest compared OMol25 entry of this formula, charge and spin) (kcal/mol) = 83.7
- SMILES = O=[N+]([O-])c1ccccc1.O=[N+]([O-])c1ccccc1.CCOC(=O)OC.CCOC(=O)OC.BrC(Br)Br
- maximum force (eV Å⁻¹) = 3.82
- gap between HOMO and LUMO (eV) = 9.08
- lowest unoccupied orbital energy (eV) = -0.80

These are the natural (NBO) partial charges, in e, on atoms 1 to 4: -0.260, 0.195, -0.360, 0.254